No. 1
Computed, not measured: a structure of composition C32H36IN3O2Pt at a distorted geometry, with ωB97M-V/def2-TZVPD.

The value obtained for the highest occupied orbital energy is -13.73 eV. The total energy comes out at -1972.128985 a.u. The net charge is +2.

XYZ file:
```
75
C32H36IN3O2Pt (ωB97M-V/def2-TZVPD)
C 2.4084 1.2558 -4.4368
C -0.5175 2.0597 -2.5797
C -2.7608 -3.8707 3.4709
H -0.7253 2.9351 -1.9697
H -2.3905 -3.1828 4.2343
N -4.3057 -1.9759 0.5997
C -0.3694 3.7198 1.3744
H -3.3218 -1.3754 -2.2797
H -1.4108 1.4285 -2.5546
C 0.0730 1.5332 0.3622
C 1.8773 -3.0882 3.4547
C 1.0717 3.3381 -4.0392
H 0.3984 3.4989 -0.5708
C -0.7908 3.0329 2.5304
C 0.8389 0.0187 -2.9414
C -0.3492 0.9020 1.5936
H 3.0184 -3.4678 5.2195
C 1.1188 0.4329 -4.3924
C -0.0509 1.2721 -4.9092
H -1.0764 5.5797 0.5639
C -0.2146 2.5015 -4.0155
C -0.4104 -3.1213 1.7867
H 0.6113 5.6079 1.0647
I 3.1375 -2.6165 -0.6079
H -0.9722 0.6824 -4.9173
C -1.7454 -2.7891 1.3535
N 0.6877 -2.6016 1.3422
H 5.2542 -3.1976 1.5765
H -4.9835 -2.9809 2.2681
C -3.5047 -0.7997 -1.3701
C 3.1279 -2.9291 1.4392
H -2.3039 0.6443 3.8133
H -3.7625 -4.1694 3.7813
H -4.5305 -0.4416 -1.3764
C -3.2770 -1.6349 -0.1469
C 2.0021 2.0546 -2.0929
H -0.6684 5.6577 2.2765
C -4.0927 -2.7310 1.7017
H 1.2266 -0.4668 -4.9987
C 1.9001 -2.8983 2.0764
H 0.9590 4.2325 -3.4167
H -0.3418 -0.1777 1.6479
H -1.2166 1.6407 4.7741
O -1.0040 -1.8254 -0.7028
H 2.6106 1.5654 -5.4641
H 1.9600 2.9316 -1.4484
H 1.6938 -0.5737 -2.5920
C 4.2710 -3.3709 3.4812
C -2.8620 -3.1521 2.1425
H 1.2672 3.6812 -5.0567
H -0.0702 -0.5886 -2.8982
C 2.2497 2.4887 -3.5438
H 5.1893 -3.5495 4.0244
H -1.1357 3.6237 3.3740
H -2.3373 -5.7685 3.1656
C -1.9664 -2.0689 0.1797
Pt 0.8067 -1.3248 -0.2711
N 0.4393 0.7503 -0.6345
H -1.0552 3.1011 -4.3684
H -2.8123 0.0456 -1.3862
C -0.3767 5.2258 1.3219
H -0.6609 0.0867 4.1513
C 0.6818 1.2416 -2.0295
C -1.2657 0.9644 3.9226
C 0.0501 2.9805 0.3044
H 0.1466 1.5821 -5.9373
H 3.2606 0.6553 -4.1036
C 4.3130 -3.1682 2.1089
H 2.8209 1.4259 -1.7281
O -1.8708 -4.9799 3.4618
H -0.3373 -3.8410 2.5953
C -0.7870 1.6307 2.6605
H 3.1682 3.0777 -3.5620
H 0.9403 -3.0317 3.9948
C 3.0547 -3.3278 4.1476
```

No. 2
Computed, not measured: a cluster of 2 separate species, C32H36N2O3 in total at a distorted geometry, with ωB97M-V/def2-TZVPD.

The value obtained for the highest occupied orbital energy is -5.11 eV. The total energy comes out at -1576.115574 a.u. The net charge is 0. The calculation puts the energy above the lowest of the compared OMol25 structures with the same formula, charge and spin at 54.8 kcal per mole.

XYZ file:
```
73
C32H36N2O3 (ωB97M-V/def2-TZVPD)
C 1.1137 -1.8707 -3.4088
C -1.6596 1.9196 -0.8289
H 2.9342 -5.4355 -5.8300
H -7.3910 4.0364 3.4554
C 3.8866 0.7990 2.6777
C -6.6024 3.3612 3.1276
H 1.6553 -4.9406 0.3977
H -4.8812 1.5968 2.4958
H -4.9021 5.1165 -0.0304
C -1.1105 0.6616 -0.6399
H 0.3276 0.6464 -2.2593
H -0.1029 2.9868 1.9196
H 3.5351 -0.8502 -3.9752
C 4.3122 -3.7792 -5.5746
H 1.0974 -3.9126 1.7459
C 1.8349 -2.9604 -1.1940
N 0.9409 -3.0724 -0.1690
H -0.0889 -4.6844 0.6792
C 1.5217 -1.6616 -1.9453
H 0.8570 -0.8852 -3.8296
C 4.4770 -2.4888 -5.0580
H 1.0402 -4.2677 -4.6853
O 0.3424 1.3938 4.7884
N 0.4604 -1.0837 -1.1141
C 1.7627 1.9519 2.2482
C 0.4623 2.3859 2.6347
H 3.8375 2.0962 -0.4799
C -1.4405 2.8819 4.1811
C -2.7800 2.4141 -0.0952
C -0.1386 2.1466 3.9184
C 3.4923 1.8327 0.5210
C -3.3511 1.7031 0.9960
H -1.6546 -3.1174 0.6885
C -4.4533 2.1861 1.6819
C 2.2316 2.2386 0.9323
H -1.9361 2.4422 5.0488
H -2.9362 0.7485 1.3196
C -0.0814 0.1147 -1.3929
H 5.1392 -4.2753 -6.0915
C -4.9976 3.4456 1.3283
C 0.2230 -1.3288 1.3852
H 0.2089 -2.4948 -3.4293
H 5.3151 0.7778 1.0490
H 2.4222 -1.0181 -1.9125
C 2.2058 -2.5199 -4.2279
C 3.0755 -4.4239 -5.4429
H -2.1132 2.8376 3.3168
H -7.0285 2.3941 2.8233
C 2.6371 1.2231 3.1097
H -0.3804 -0.4290 1.5231
C -4.4494 4.1649 0.2310
H -5.8679 3.2132 3.9330
C -3.3743 3.6541 -0.4533
H -1.2568 2.5557 -1.6210
C 0.0266 -1.9520 -0.0044
H -1.5121 -3.0356 -1.0955
C 4.3267 1.1016 1.3811
H -0.0702 -2.0636 2.1474
C -1.4191 -2.4641 -0.1616
H -1.5306 0.0567 0.1568
O 2.7378 -3.7534 -1.4479
H -1.2358 3.9383 4.4029
C 2.0149 -3.7835 -4.7974
H 4.5244 0.2340 3.3597
H 1.2768 -1.0530 1.5254
H 1.5627 2.7948 0.2683
H 2.2810 1.0003 4.1141
C 0.9019 -4.2175 0.7119
H -2.9559 4.1985 -1.3003
C 3.4223 -1.8546 -4.3954
H -2.1460 -1.6502 -0.1827
H 5.4335 -1.9702 -5.1534
O -6.0106 4.0468 2.0024
```

Copy entry 2 word for word.
Computed, not measured: a cluster of 2 separate species, C32H36N2O3 in total at a distorted geometry, with ωB97M-V/def2-TZVPD.

The value obtained for the highest occupied orbital energy is -5.11 eV. The total energy comes out at -1576.115574 a.u. The net charge is 0. The calculation puts the energy above the lowest of the compared OMol25 structures with the same formula, charge and spin at 54.8 kcal per mole.

XYZ file:
```
73
C32H36N2O3 (ωB97M-V/def2-TZVPD)
C 1.1137 -1.8707 -3.4088
C -1.6596 1.9196 -0.8289
H 2.9342 -5.4355 -5.8300
H -7.3910 4.0364 3.4554
C 3.8866 0.7990 2.6777
C -6.6024 3.3612 3.1276
H 1.6553 -4.9406 0.3977
H -4.8812 1.5968 2.4958
H -4.9021 5.1165 -0.0304
C -1.1105 0.6616 -0.6399
H 0.3276 0.6464 -2.2593
H -0.1029 2.9868 1.9196
H 3.5351 -0.8502 -3.9752
C 4.3122 -3.7792 -5.5746
H 1.0974 -3.9126 1.7459
C 1.8349 -2.9604 -1.1940
N 0.9409 -3.0724 -0.1690
H -0.0889 -4.6844 0.6792
C 1.5217 -1.6616 -1.9453
H 0.8570 -0.8852 -3.8296
C 4.4770 -2.4888 -5.0580
H 1.0402 -4.2677 -4.6853
O 0.3424 1.3938 4.7884
N 0.4604 -1.0837 -1.1141
C 1.7627 1.9519 2.2482
C 0.4623 2.3859 2.6347
H 3.8375 2.0962 -0.4799
C -1.4405 2.8819 4.1811
C -2.7800 2.4141 -0.0952
C -0.1386 2.1466 3.9184
C 3.4923 1.8327 0.5210
C -3.3511 1.7031 0.9960
H -1.6546 -3.1174 0.6885
C -4.4533 2.1861 1.6819
C 2.2316 2.2386 0.9323
H -1.9361 2.4422 5.0488
H -2.9362 0.7485 1.3196
C -0.0814 0.1147 -1.3929
H 5.1392 -4.2753 -6.0915
C -4.9976 3.4456 1.3283
C 0.2230 -1.3288 1.3852
H 0.2089 -2.4948 -3.4293
H 5.3151 0.7778 1.0490
H 2.4222 -1.0181 -1.9125
C 2.2058 -2.5199 -4.2279
C 3.0755 -4.4239 -5.4429
H -2.1132 2.8376 3.3168
H -7.0285 2.3941 2.8233
C 2.6371 1.2231 3.1097
H -0.3804 -0.4290 1.5231
C -4.4494 4.1649 0.2310
H -5.8679 3.2132 3.9330
C -3.3743 3.6541 -0.4533
H -1.2568 2.5557 -1.6210
C 0.0266 -1.9520 -0.0044
H -1.5121 -3.0356 -1.0955
C 4.3267 1.1016 1.3811
H -0.0702 -2.0636 2.1474
C -1.4191 -2.4641 -0.1616
H -1.5306 0.0567 0.1568
O 2.7378 -3.7534 -1.4479
H -1.2358 3.9383 4.4029
C 2.0149 -3.7835 -4.7974
H 4.5244 0.2340 3.3597
H 1.2768 -1.0530 1.5254
H 1.5627 2.7948 0.2683
H 2.2810 1.0003 4.1141
C 0.9019 -4.2175 0.7119
H -2.9559 4.1985 -1.3003
C 3.4223 -1.8546 -4.3954
H -2.1460 -1.6502 -0.1827
H 5.4335 -1.9702 -5.1534
O -6.0106 4.0468 2.0024
```

Copy entry 1 word for word.
Computed, not measured: a structure of composition C32H36IN3O2Pt at a distorted geometry, with ωB97M-V/def2-TZVPD.

The value obtained for the highest occupied orbital energy is -13.73 eV. The total energy comes out at -1972.128985 a.u. The net charge is +2.

XYZ file:
```
75
C32H36IN3O2Pt (ωB97M-V/def2-TZVPD)
C 2.4084 1.2558 -4.4368
C -0.5175 2.0597 -2.5797
C -2.7608 -3.8707 3.4709
H -0.7253 2.9351 -1.9697
H -2.3905 -3.1828 4.2343
N -4.3057 -1.9759 0.5997
C -0.3694 3.7198 1.3744
H -3.3218 -1.3754 -2.2797
H -1.4108 1.4285 -2.5546
C 0.0730 1.5332 0.3622
C 1.8773 -3.0882 3.4547
C 1.0717 3.3381 -4.0392
H 0.3984 3.4989 -0.5708
C -0.7908 3.0329 2.5304
C 0.8389 0.0187 -2.9414
C -0.3492 0.9020 1.5936
H 3.0184 -3.4678 5.2195
C 1.1188 0.4329 -4.3924
C -0.0509 1.2721 -4.9092
H -1.0764 5.5797 0.5639
C -0.2146 2.5015 -4.0155
C -0.4104 -3.1213 1.7867
H 0.6113 5.6079 1.0647
I 3.1375 -2.6165 -0.6079
H -0.9722 0.6824 -4.9173
C -1.7454 -2.7891 1.3535
N 0.6877 -2.6016 1.3422
H 5.2542 -3.1976 1.5765
H -4.9835 -2.9809 2.2681
C -3.5047 -0.7997 -1.3701
C 3.1279 -2.9291 1.4392
H -2.3039 0.6443 3.8133
H -3.7625 -4.1694 3.7813
H -4.5305 -0.4416 -1.3764
C -3.2770 -1.6349 -0.1469
C 2.0021 2.0546 -2.0929
H -0.6684 5.6577 2.2765
C -4.0927 -2.7310 1.7017
H 1.2266 -0.4668 -4.9987
C 1.9001 -2.8983 2.0764
H 0.9590 4.2325 -3.4167
H -0.3418 -0.1777 1.6479
H -1.2166 1.6407 4.7741
O -1.0040 -1.8254 -0.7028
H 2.6106 1.5654 -5.4641
H 1.9600 2.9316 -1.4484
H 1.6938 -0.5737 -2.5920
C 4.2710 -3.3709 3.4812
C -2.8620 -3.1521 2.1425
H 1.2672 3.6812 -5.0567
H -0.0702 -0.5886 -2.8982
C 2.2497 2.4887 -3.5438
H 5.1893 -3.5495 4.0244
H -1.1357 3.6237 3.3740
H -2.3373 -5.7685 3.1656
C -1.9664 -2.0689 0.1797
Pt 0.8067 -1.3248 -0.2711
N 0.4393 0.7503 -0.6345
H -1.0552 3.1011 -4.3684
H -2.8123 0.0456 -1.3862
C -0.3767 5.2258 1.3219
H -0.6609 0.0867 4.1513
C 0.6818 1.2416 -2.0295
C -1.2657 0.9644 3.9226
C 0.0501 2.9805 0.3044
H 0.1466 1.5821 -5.9373
H 3.2606 0.6553 -4.1036
C 4.3130 -3.1682 2.1089
H 2.8209 1.4259 -1.7281
O -1.8708 -4.9799 3.4618
H -0.3373 -3.8410 2.5953
C -0.7870 1.6307 2.6605
H 3.1682 3.0777 -3.5620
H 0.9403 -3.0317 3.9948
C 3.0547 -3.3278 4.1476
```

Copy entry 2 word for word.
Computed, not measured: a cluster of 2 separate species, C32H36N2O3 in total at a distorted geometry, with ωB97M-V/def2-TZVPD.

The value obtained for the highest occupied orbital energy is -5.11 eV. The total energy comes out at -1576.115574 a.u. The net charge is 0. The calculation puts the energy above the lowest of the compared OMol25 structures with the same formula, charge and spin at 54.8 kcal per mole.

XYZ file:
```
73
C32H36N2O3 (ωB97M-V/def2-TZVPD)
C 1.1137 -1.8707 -3.4088
C -1.6596 1.9196 -0.8289
H 2.9342 -5.4355 -5.8300
H -7.3910 4.0364 3.4554
C 3.8866 0.7990 2.6777
C -6.6024 3.3612 3.1276
H 1.6553 -4.9406 0.3977
H -4.8812 1.5968 2.4958
H -4.9021 5.1165 -0.0304
C -1.1105 0.6616 -0.6399
H 0.3276 0.6464 -2.2593
H -0.1029 2.9868 1.9196
H 3.5351 -0.8502 -3.9752
C 4.3122 -3.7792 -5.5746
H 1.0974 -3.9126 1.7459
C 1.8349 -2.9604 -1.1940
N 0.9409 -3.0724 -0.1690
H -0.0889 -4.6844 0.6792
C 1.5217 -1.6616 -1.9453
H 0.8570 -0.8852 -3.8296
C 4.4770 -2.4888 -5.0580
H 1.0402 -4.2677 -4.6853
O 0.3424 1.3938 4.7884
N 0.4604 -1.0837 -1.1141
C 1.7627 1.9519 2.2482
C 0.4623 2.3859 2.6347
H 3.8375 2.0962 -0.4799
C -1.4405 2.8819 4.1811
C -2.7800 2.4141 -0.0952
C -0.1386 2.1466 3.9184
C 3.4923 1.8327 0.5210
C -3.3511 1.7031 0.9960
H -1.6546 -3.1174 0.6885
C -4.4533 2.1861 1.6819
C 2.2316 2.2386 0.9323
H -1.9361 2.4422 5.0488
H -2.9362 0.7485 1.3196
C -0.0814 0.1147 -1.3929
H 5.1392 -4.2753 -6.0915
C -4.9976 3.4456 1.3283
C 0.2230 -1.3288 1.3852
H 0.2089 -2.4948 -3.4293
H 5.3151 0.7778 1.0490
H 2.4222 -1.0181 -1.9125
C 2.2058 -2.5199 -4.2279
C 3.0755 -4.4239 -5.4429
H -2.1132 2.8376 3.3168
H -7.0285 2.3941 2.8233
C 2.6371 1.2231 3.1097
H -0.3804 -0.4290 1.5231
C -4.4494 4.1649 0.2310
H -5.8679 3.2132 3.9330
C -3.3743 3.6541 -0.4533
H -1.2568 2.5557 -1.6210
C 0.0266 -1.9520 -0.0044
H -1.5121 -3.0356 -1.0955
C 4.3267 1.1016 1.3811
H -0.0702 -2.0636 2.1474
C -1.4191 -2.4641 -0.1616
H -1.5306 0.0567 0.1568
O 2.7378 -3.7534 -1.4479
H -1.2358 3.9383 4.4029
C 2.0149 -3.7835 -4.7974
H 4.5244 0.2340 3.3597
H 1.2768 -1.0530 1.5254
H 1.5627 2.7948 0.2683
H 2.2810 1.0003 4.1141
C 0.9019 -4.2175 0.7119
H -2.9559 4.1985 -1.3003
C 3.4223 -1.8546 -4.3954
H -2.1460 -1.6502 -0.1827
H 5.4335 -1.9702 -5.1534
O -6.0106 4.0468 2.0024
```